Model one:
21
Properties=species:S:1:pos:R:3 method="wB97M-V/def2-TZVPD" homo_ha=-0.300 lumo_ev=-4.6 homo_lumo_gap_ha=0.1326
C -2.4862 0.0737 -0.4261
N -1.5476 -0.9915 -0.6712
C -0.7357 -0.2147 0.1051
C 0.3656 0.5011 -0.5550
C 1.4172 1.1334 0.3393
O 2.9153 -0.2830 -1.0739
C -0.9170 -0.2920 1.6094
O -0.8696 0.9145 2.2437
H -2.9659 0.1583 0.6099
H -2.2255 1.1314 -0.6541
H -3.5295 -0.0853 -1.0219
H 3.6566 -0.2628 -1.7116
H 1.5857 -2.4174 -1.1428
H 0.6982 0.0621 -1.4517
H -0.1602 1.4029 -0.9173
H 1.6625 2.0794 -0.1046
H 1.1503 1.3042 1.3892
H 2.3691 0.5153 0.2231
H -1.8706 -0.8365 1.7732
H -0.1595 -1.0090 2.0228
H 1.6467 -2.8841 -0.5853

Model two:
21
Properties=species:S:1:pos:R:3 method="wB97M-V/def2-TZVPD" homo_ha=-0.281 smiles="C=CC(=C)NC.O.O" lumo_ev=0.4 homo_lumo_gap_ha=0.2952
C 2.4818 0.7943 -0.9275
C 1.2368 0.3386 -0.9018
C 0.0164 1.1496 -0.7253
C -0.0863 2.4628 -0.9688
N -1.0884 0.3635 -0.4409
C -2.2729 0.9447 0.1474
H 2.5917 1.8745 -0.9005
H 3.3420 0.1573 -0.9821
H 1.0013 -0.7179 -0.9482
H -0.9810 3.0677 -0.8948
H 0.8101 3.0403 -1.1759
H -0.9053 -0.5931 -0.1777
H -2.9258 1.3974 -0.5897
H -2.8484 0.1531 0.6231
H -2.0051 1.7506 0.8430
O 0.2418 -2.8457 2.6213
H -0.3685 -2.0957 2.6515
H 1.1012 -2.4015 2.6436
O 0.0957 -2.6655 -0.0797
H -0.0945 -2.9676 0.8233
H 0.6574 -3.2072 -0.6406

The structure with the most favorable energy is model two; the runner-up is 1087.9 kJ/mol above it.